(1)
The following is a DFT calculation (ωB97M-V/def2-TZVPD) of a 4-piece molecular cluster, C13H39BrN2O12P3 overall.

```
! RIJCOSX wB97M-V def2-TZVPD def2/J DEFGRID3
* xyz 1 1
N -3.63 -0.01 -2.10
C -3.83 -0.77 -3.39
N -3.46 -2.24 -3.33
C -2.08 -2.54 -2.80
C -2.04 -4.04 -2.07
C -2.53 -3.81 -0.50
Br -0.85 -3.73 0.61
H -3.62 1.02 -2.37
H -4.38 -0.20 -1.39
H -4.99 -0.70 -3.66
H -3.21 -0.25 -4.25
H -4.19 -2.79 -2.79
H -3.50 -2.60 -4.33
H -1.28 -2.55 -3.67
H -1.68 -1.78 -2.00
H -2.70 -4.81 -2.65
H -0.92 -4.44 -2.11
H -3.12 -2.78 -0.49
H -3.20 -4.72 -0.16
C 0.25 1.39 -5.63
O 0.52 1.10 -4.28
P 1.03 2.28 -3.31
O 0.77 3.68 -3.79
O 2.58 1.93 -3.06
C 3.46 1.93 -4.16
O 0.36 1.91 -1.90
C -1.05 1.93 -1.83
H 1.05 0.99 -6.25
H -0.69 0.91 -5.91
H 0.15 2.47 -5.82
H 3.16 2.68 -4.90
H 3.46 0.94 -4.62
H 4.47 2.16 -3.81
H -1.42 0.90 -1.91
H -1.49 2.53 -2.63
H -1.36 2.34 -0.87
C 1.19 5.96 0.94
O 2.52 5.54 1.18
P 3.69 6.06 0.21
O 3.38 7.28 -0.59
O 4.09 4.76 -0.65
C 3.12 4.19 -1.50
O 4.94 6.21 1.21
C 4.83 7.16 2.25
H 0.62 5.14 0.50
H 0.74 6.23 1.90
H 1.14 6.83 0.28
H 2.45 4.96 -1.91
H 2.53 3.46 -0.93
H 3.62 3.69 -2.32
H 4.57 6.65 3.18
H 4.07 7.92 2.03
H 5.80 7.66 2.38
C -1.50 -3.33 5.59
O -1.65 -4.70 5.89
P -0.34 -5.63 6.03
O 0.94 -4.90 6.29
O -0.36 -6.54 4.71
C -0.24 -5.91 3.46
O -0.76 -6.67 7.18
C -1.03 -6.15 8.47
H -1.76 -3.16 4.55
H -2.18 -2.76 6.23
H -0.48 -2.98 5.77
H 0.39 -5.02 3.52
H -1.24 -5.63 3.10
H 0.21 -6.61 2.75
H -2.11 -6.06 8.60
H -0.57 -5.16 8.61
H -0.63 -6.83 9.22
*
```

## Properties
Frontier orbital gap, eV: 7.97

So, what does the Mulliken scheme give us? The charges, in e, come out as: -0.49, -0.47, -0.15, -0.44, -0.74, -0.44, -0.12, 0.27, 0.25, 0.35, 0.29, 0.46, 0.43, 0.33, 0.15, 0.33, 0.35, 0.27, 0.39, -0.74, -0.17, 1.09, -0.68, -0.31, -0.82, -0.28, -0.49, 0.29, 0.21, 0.38, 0.39, 0.25, 0.31, -0.10, 0.36, 0.34, -0.61, -0.30, 1.16, -0.68, -0.42, -0.51, -0.38, -0.64, 0.14, 0.27, 0.38, 0.43, 0.28, 0.03, 0.25, 0.33, 0.26, -0.66, -0.30, 1.07, -0.66, -0.38, -0.72, -0.37, -0.63, 0.21, 0.27, 0.37, 0.37, 0.27, 0.33, 0.25, 0.33, 0.26

(2)
The following is a DFT calculation (ωB97M-V/def2-TZVPD) of the molecule C3H5NO2.

```
! RIJCOSX wB97M-V def2-TZVPD def2/J DEFGRID3
* xyz 0 1
C -1.08 -0.10 0.36
C -0.17 1.04 0.65
C 0.06 0.16 -0.57
N 1.19 -0.89 -0.50
O 1.54 -1.36 -1.52
O 1.59 -1.12 0.60
H -0.96 -0.90 0.93
H -2.22 -0.05 0.16
H -0.47 1.94 0.26
H 0.57 0.87 1.31
H -0.05 0.41 -1.68
*
```

## Properties
ΔE to the lowest compared entry with this formula, charge and spin, eV: 5.072
Frontier orbital gap, eV: 11.90

So, what does the Mulliken scheme give us? The charges, in e, come out as: -0.64, -0.60, -0.06, 0.92, -0.60, -0.57, 0.30, 0.22, 0.29, 0.34, 0.39